# C4H8N2

An isolated molecule of C4H8N2 (the ωB97M-V functional and the def2-TZVPD basis, the OMol25 dataset).

Last columns: bonded neighbours and bond lengths (Å).
Element x y z (Å)
1 C -1.58 -0.90 0.94  N2 1.462, C3 1.474, H7 1.084, H8 1.092
2 N -0.60 0.04 1.48  C1 1.462, C3 1.476, H9 1.018
3 C -1.07 0.19 0.09  C1 1.474, N2 1.476, C4 1.511, H10 1.089
4 C -0.37 -0.49 -1.06  C3 1.511, N6 1.329
5 C 1.50 0.91 -0.62  N6 1.470, H11 1.094, H12 1.092, H13 1.090
6 N 0.95 -0.42 -0.90  C4 1.329, C5 1.470, H14 1.012
7 H -2.58 -0.89 1.34  C1 1.084
8 H -1.22 -1.88 0.62  C1 1.092
9 H 0.31 -0.41 1.49  N2 1.018
10 H -1.70 1.07 -0.06  C3 1.089
11 H 0.78 1.60 -1.07  C5 1.094
12 H 1.62 1.14 0.44  C5 1.092
13 H 2.44 1.02 -1.16  C5 1.090
14 H 1.49 -0.98 -1.54  N6 1.012

Energy relative to the best compared isomer or geometry (same formula, charge and spin) ... 3.999 eV
HOMO level ... -7.93 eV
Orbital gap ... 8.694 eV
Calculated total energy ... -7253.8762 eV
LUMO ... 0.7648 eV



# C4H8N2

A cluster of 2 separate species, C4H8N2 in total in a non-equilibrium geometry (the ωB97M-V functional and the def2-TZVPD basis, the OMol25 dataset).

Last columns: bonded neighbours and bond lengths (Å).
Element x y z (Å)
1 C -0.61 1.07 -0.85  C2 1.369, H8 1.086, H9 1.083
2 C 0.17 -0.02 -0.55  C1 1.369, C3 1.497, N4 1.354
3 C 1.58 0.10 -0.07  C2 1.497, H10 1.097, H11 1.096, H12 1.091
4 N -0.32 -1.28 -0.62  C2 1.354, H13 1.009, H14 1.009
5 C -1.34 0.04 1.78  N6 1.169, H7 1.291
6 N -1.20 -0.60 2.75  C5 1.169
7 H -1.34 0.70 0.67  C5 1.291
8 H -1.40 0.98 -1.59  C1 1.086
9 H -0.19 2.05 -0.71  C1 1.083
10 H 2.22 -0.21 -0.91  C3 1.097
11 H 1.80 -0.54 0.79  C3 1.096
12 H 1.81 1.14 0.17  C3 1.091
13 H 0.15 -2.03 -0.13  N4 1.009
14 H -1.32 -1.40 -0.72  N4 1.009

Energy relative to the best compared isomer or geometry (same formula, charge and spin) ... 1.899 eV
HOMO level ... -8.91 eV
Orbital gap ... 9.808 eV
Calculated total energy ... -7255.9766 eV
LUMO ... 0.8939 eV
Structure (SMILES) ... C=C(C)N.C#N